C32H56Br2InN12 as an isolated structure in a non-equilibrium geometry, computed with wB97M-V/def2-TZVPD.

The geometry in XYZ format:
```
103
C32H56Br2InN12, DFT wB97M-V/def2-TZVPD
In -0.44 -0.08 -0.74
C -5.43 -0.29 -3.37
N -4.05 -0.69 -3.08
C -3.82 -2.13 -2.81
C -3.35 0.12 -2.20
N -3.20 0.17 -0.95
C -3.80 -0.71 0.06
C -2.82 -1.65 0.73
N -1.66 -0.85 1.23
C -1.97 -0.12 2.48
C -1.16 1.09 2.86
N 0.29 0.85 2.89
C 1.07 1.27 3.84
N 2.27 0.65 4.03
C 3.45 1.39 4.42
C 2.49 -0.59 3.26
N 0.83 2.27 4.70
C 0.06 3.41 4.30
C 1.25 2.23 6.13
C -0.60 -1.90 1.57
C -0.24 -2.83 0.46
N -0.10 -2.21 -0.87
C 1.31 -2.22 -1.40
N 1.23 -1.43 -2.65
C 2.36 -0.73 -3.17
C 0.57 -2.05 -3.81
N 1.87 -3.56 -1.45
C 3.11 -3.78 -2.30
C 0.90 -4.63 -1.80
N -2.43 1.18 -2.87
C -2.54 2.56 -2.21
C -2.74 1.37 -4.33
H -6.18 -0.64 -2.69
H -5.71 -0.67 -4.37
H -5.54 0.76 -3.30
H -3.77 -2.63 -3.79
H -4.53 -2.62 -2.15
H -2.87 -2.31 -2.36
H -4.64 -1.32 -0.29
H -4.26 -0.01 0.80
H -2.39 -2.27 -0.05
H -3.19 -2.23 1.59
H -2.01 -0.90 3.27
H -2.98 0.23 2.32
H -1.58 1.42 3.83
H -1.34 1.93 2.16
H 3.32 2.48 4.56
H 4.24 1.27 3.65
H 3.93 1.04 5.31
H 1.79 -1.32 3.54
H 3.47 -0.94 3.53
H 2.50 -0.42 2.19
H -0.13 3.35 3.22
H 0.62 4.35 4.52
H -0.91 3.45 4.83
H 1.87 1.36 6.41
H 0.40 2.32 6.85
H 1.80 3.14 6.33
H -0.98 -2.44 2.42
H 0.25 -1.37 1.94
H -0.92 -3.70 0.38
H 0.69 -3.23 0.72
H 2.86 -0.17 -2.36
H 2.04 -0.03 -4.02
H 3.12 -1.35 -3.65
H -0.37 -2.55 -3.56
H 1.16 -2.88 -4.32
H 0.36 -1.24 -4.53
H 3.79 -2.91 -2.31
H 2.84 -3.95 -3.39
H 3.51 -4.68 -1.93
H 0.13 -4.70 -1.07
H 1.40 -5.58 -1.88
H 0.45 -4.40 -2.77
H -2.51 2.39 -1.12
H -3.54 2.94 -2.41
H -1.67 3.14 -2.54
H -2.57 0.46 -4.89
H -2.11 2.19 -4.68
H -3.79 1.67 -4.47
Br 6.31 -0.21 -0.25
C 4.40 -0.19 -0.25
C 3.71 -1.32 -0.43
C 2.22 -1.37 -0.35
N 1.60 -0.02 -0.23
C 2.34 1.05 0.04
C 3.71 1.07 0.15
C 1.55 2.24 0.40
C 2.10 3.31 1.08
C 1.47 4.48 1.22
Br 2.48 5.95 1.70
C 0.11 4.61 0.79
C -0.37 3.47 0.21
N 0.28 2.35 -0.04
H 4.21 -2.21 -0.63
H 1.94 -1.87 0.61
H 4.16 1.96 0.48
H 3.12 3.22 1.52
H -0.39 5.59 0.85
H -1.39 3.47 -0.16
C -1.00 0.66 -2.70
H -0.98 -0.19 -3.38
H -0.30 1.42 -3.06
```

Net charge: +1
Strongest force on any atom: 3.01 eV Å⁻¹
Relative energy (zero: lowest compared OMol25 entry of this formula, charge and spin): 178.9 kJ/mol
Multiplicity: 1

---

C32H56BrN5NbO4S as an isolated structure, computed with wB97M-V/def2-TZVPD.

The geometry in XYZ format:
```
100
C32H56BrN5NbO4S, DFT wB97M-V/def2-TZVPD
C 6.14 0.07 1.97
C 4.76 0.48 1.50
O 4.84 0.99 0.20
C 3.59 0.91 -0.53
C 2.50 1.79 0.07
Nb 0.70 2.16 -1.23
Br -0.20 3.43 0.92
C 1.50 1.11 -3.06
C 1.45 -0.35 -3.05
O 2.42 -1.07 -3.02
C -1.31 2.78 -2.17
C -2.00 1.71 -3.04
C -3.18 1.02 -2.31
C -4.56 1.36 -2.87
C -5.64 0.72 -2.00
C -6.00 1.58 -0.79
C -7.24 1.07 -0.05
S -7.93 2.28 1.12
C -6.78 2.11 2.41
N -7.08 1.95 3.66
N -5.87 1.97 4.35
C -4.95 2.10 3.45
O -5.44 2.22 2.21
C -0.41 0.27 -0.73
C 0.38 -0.82 0.01
C -0.48 -2.08 0.29
C 0.28 -3.38 0.10
C -0.61 -4.61 0.17
O -0.91 -4.89 1.53
C -1.91 -5.87 1.67
C 1.47 4.03 -2.27
C 2.69 4.66 -1.68
C 3.97 4.58 -2.49
N 2.76 5.26 -0.56
H 6.43 -0.92 1.62
H 6.16 0.11 3.06
H 6.88 0.79 1.63
H 4.38 1.25 2.18
H 4.05 -0.36 1.57
H 3.87 1.21 -1.53
H 3.31 -0.15 -0.54
H 2.99 2.71 0.39
H 2.12 1.35 0.99
H 2.49 1.46 -3.33
H 0.80 1.47 -3.83
H 0.46 -0.83 -3.05
H -1.15 3.68 -2.77
H -1.97 3.08 -1.36
H -2.39 2.16 -3.95
H -1.33 0.91 -3.35
H -3.15 1.26 -1.25
H -3.07 -0.06 -2.38
H -4.64 0.94 -3.87
H -4.69 2.44 -2.90
H -6.55 0.51 -2.57
H -5.26 -0.24 -1.64
H -5.18 1.59 -0.08
H -6.18 2.61 -1.09
H -8.01 0.79 -0.76
H -6.99 0.18 0.54
H -3.89 2.14 3.61
H -1.22 0.59 -0.07
H -0.91 -0.22 -1.57
H 0.70 -0.44 0.98
H 1.25 -1.14 -0.55
H -0.88 -2.04 1.30
H -1.36 -2.07 -0.37
H 0.80 -3.38 -0.85
H 1.02 -3.47 0.89
H -0.09 -5.47 -0.27
H -1.53 -4.44 -0.39
H -1.74 -6.41 2.60
H -1.90 -6.57 0.84
H -2.90 -5.40 1.73
H 1.65 3.82 -3.32
H 0.66 4.76 -2.24
H 3.86 3.91 -3.33
H 4.14 5.58 -2.90
H 4.81 4.30 -1.87
H 1.85 5.23 -0.10
N 9.11 -2.30 1.20
C 9.60 -1.20 0.55
C 10.66 -0.72 1.26
C 10.82 -1.57 2.40
C 9.85 -2.53 2.33
H 8.33 -2.84 0.90
H 9.15 -0.85 -0.37
H 11.26 0.14 1.01
H 11.56 -1.48 3.17
H 9.62 -3.35 2.98
N -5.50 -1.87 2.59
C -5.38 -2.74 3.63
C -5.36 -4.01 3.12
C -5.48 -3.90 1.71
C -5.56 -2.57 1.41
H -5.54 -0.87 2.67
H -5.32 -2.39 4.65
H -5.27 -4.92 3.69
H -5.50 -4.71 0.99
H -5.66 -2.06 0.47
```

Net charge: -1
Strongest force on any atom: 0.92 eV Å⁻¹
Total energy: -4856.7013 Ha
Multiplicity: 1

---

A 3-piece molecular cluster, C32H58BFN5O3S overall in a non-equilibrium geometry, computed with wB97M-V/def2-TZVPD.

The geometry in XYZ format:
```
101
C32H58BFN5O3S, DFT wB97M-V/def2-TZVPD
C -2.49 -1.44 5.62
C -3.07 -1.70 4.61
C -3.77 -2.05 3.38
N -2.89 -1.84 2.20
C -2.90 -0.64 1.60
C -3.72 0.53 2.10
O -2.85 1.64 2.19
C -3.17 2.73 1.32
C -1.91 3.57 1.19
C -2.10 -0.44 0.49
C -1.28 -1.44 -0.01
B -0.41 -1.03 -1.28
O -0.72 -1.57 -2.52
C 0.71 0.05 -1.17
C 0.14 1.38 -1.76
C -1.28 -2.68 0.65
C -0.39 -3.78 0.12
C -0.92 -4.36 -1.20
S 0.32 -5.06 -2.33
C 1.78 -4.21 -1.96
N 2.95 -4.74 -1.84
N 3.82 -3.73 -1.55
C 3.14 -2.64 -1.51
O 1.84 -2.86 -1.78
C -2.09 -2.86 1.76
C -2.08 -4.17 2.51
C -2.99 -5.26 1.91
C -4.16 -4.78 1.07
F -2.23 -6.16 1.19
H -2.16 -1.36 6.63
H -4.07 -3.09 3.45
H -4.68 -1.47 3.26
H -4.12 0.37 3.10
H -4.54 0.71 1.41
H -3.47 2.33 0.35
H -3.98 3.33 1.73
H -1.38 3.48 2.14
H -2.12 4.62 1.02
H -1.25 3.17 0.42
H -2.12 0.53 0.01
H -1.08 -0.89 -3.10
H 1.58 -0.26 -1.75
H 1.03 0.21 -0.14
H -0.90 1.31 -2.07
H 0.71 1.65 -2.66
H 0.28 2.21 -1.08
H 0.60 -3.35 0.03
H -0.32 -4.59 0.83
H -1.54 -5.22 -0.94
H -1.57 -3.66 -1.71
H 3.50 -1.66 -1.28
H -1.07 -4.55 2.58
H -2.39 -4.01 3.54
H -3.40 -5.82 2.75
H -3.84 -4.46 0.08
H -4.84 -5.62 0.94
H -4.73 -4.01 1.57
C -1.94 5.15 -2.69
C -1.04 6.02 -3.56
N 0.01 5.26 -4.22
C 1.03 6.10 -4.83
C 0.61 7.01 -6.00
C -0.44 4.13 -5.02
C -1.42 4.40 -6.17
H -1.35 4.60 -1.96
H -2.65 5.78 -2.16
H -2.52 4.44 -3.28
H -0.56 6.76 -2.92
H -1.67 6.58 -4.27
H 1.85 5.46 -5.16
H 1.45 6.73 -4.04
H 0.47 6.45 -6.92
H 1.40 7.75 -6.18
H -0.30 7.56 -5.78
H -0.90 3.40 -4.34
H 0.45 3.63 -5.41
H -2.21 5.09 -5.88
H -1.90 3.47 -6.47
H -0.92 4.80 -7.05
C 2.06 -1.45 2.19
C 3.48 -2.01 2.26
N 4.49 -0.99 2.42
C 5.84 -1.49 2.22
C 6.39 -2.52 3.21
C 4.31 -0.09 3.55
C 4.24 -0.70 4.96
H 1.97 -0.71 1.39
H 1.36 -2.27 1.99
H 1.75 -0.98 3.13
H 3.68 -2.53 1.33
H 3.51 -2.77 3.06
H 6.52 -0.63 2.19
H 5.88 -1.92 1.22
H 6.66 -2.07 4.16
H 7.29 -2.98 2.80
H 5.67 -3.33 3.40
H 3.39 0.48 3.38
H 5.10 0.66 3.52
H 3.62 -1.60 4.98
H 3.80 0.02 5.65
H 5.22 -0.96 5.34
```

Net charge: +1
Strongest force on any atom: 1.19 eV Å⁻¹
Total energy: -2276.1796 Ha
Multiplicity: 1